No. 1
C28H35FO7 in the gas phase, computed with ωB97M-V/def2-TZVPD.

For the LUMO energy, the calculation gives 0.47 eV. The gap between HOMO and LUMO is 9.80 eV. As for the multiplicity: 1. Its SMILES is CC(=O)OCC(=O)[C@@]12OC3(CCCC3)O[C@@H]1C[C@H]1[C@@H]3CCC4=CC(=O)C=C[C@]4(C)[C@@]3(F)[C@@H](O)C[C@@]12C.

The geometry in XYZ format:
```
71
Properties=species:S:1:pos:R:3:mulliken_charge:R:1
C -2.8961 -1.7775 -3.3967 -1.31
C -3.1991 -2.0464 -1.9514 1.11
O -2.7034 -2.9149 -1.2795 -0.58
O -4.0925 -1.1767 -1.4748 -0.24
C -4.4217 -1.3236 -0.1068 -1.23
C -3.2600 -1.3669 0.8844 0.41
O -3.3663 -2.0564 1.8669 -0.61
C -2.1035 -0.3891 0.7069 1.15
O -2.2782 0.4384 -0.4230 -0.50
C -2.6664 1.7482 -0.0435 1.41
C -4.0462 2.1236 -0.6327 -1.02
C -3.9015 3.5601 -1.1216 -0.78
C -2.4699 3.6019 -1.6465 -0.72
C -1.6843 2.8093 -0.6045 -1.02
O -2.7283 1.7670 1.3687 -0.54
C -2.1278 0.6178 1.9027 -0.18
C -0.6653 0.8237 2.3447 -1.34
C 0.1393 0.2567 1.1812 -0.85
C 1.6231 -0.0305 1.3898 -0.44
C 2.3469 1.2429 1.8347 -1.07
C 3.8628 1.0466 1.9048 -1.52
C 4.3561 0.5163 0.5957 0.39
C 5.2316 1.1890 -0.1557 -0.72
C 5.6950 0.7375 -1.4677 0.01
O 6.4855 1.3751 -2.1414 -0.64
C 5.1447 -0.5523 -1.9039 -1.03
C 4.2679 -1.2359 -1.1755 -1.46
C 3.7434 -0.7883 0.1551 2.53
C 4.1148 -1.8934 1.1614 -2.03
C 2.2025 -0.5273 0.0521 0.95
F 2.0670 0.5241 -0.8633 -0.54
C 1.3941 -1.6770 -0.6008 -0.63
O 1.7033 -2.9043 0.0151 -0.57
C -0.1187 -1.3995 -0.6249 -1.80
C -0.6574 -0.9849 0.7427 2.46
C -0.5838 -2.1453 1.7320 -2.39
H -2.3987 -2.6350 -3.8390 0.39
H -3.8109 -1.5446 -3.9334 0.38
H -2.2389 -0.9114 -3.4472 0.23
H -4.9989 -2.2439 0.0445 0.43
H -5.0422 -0.4584 0.1433 0.36
H -4.8218 2.0125 0.1232 0.30
H -4.2465 1.4495 -1.4657 0.19
H -4.6377 3.8139 -1.8823 0.41
H -4.0102 4.2486 -0.2830 0.34
H -2.0914 4.6161 -1.7605 0.41
H -2.4168 3.1002 -2.6136 0.31
H -0.8013 2.3369 -1.0312 0.05
H -1.3819 3.4528 0.2216 0.44
H -2.7554 0.2767 2.7308 0.67
H -0.4836 1.8838 2.5115 0.62
H -0.4693 0.2821 3.2689 0.33
H 0.0758 0.9774 0.3603 -0.26
H 1.7539 -0.8115 2.1396 1.35
H 1.9714 1.5502 2.8113 0.51
H 2.1304 2.0380 1.1183 0.41
H 4.3463 1.9985 2.1278 0.58
H 4.1055 0.3501 2.7103 0.37
H 5.6415 2.1299 0.1857 0.42
H 5.5038 -0.9260 -2.8522 0.45
H 3.9123 -2.2013 -1.5078 0.52
H 5.1999 -1.9467 1.2263 0.54
H 3.7321 -2.8506 0.8255 0.41
H 3.7176 -1.6944 2.1506 0.37
H 1.7225 -1.7091 -1.6547 0.69
H 1.0341 -3.5469 -0.2486 0.53
H -0.3137 -0.5987 -1.3399 0.38
H -0.6231 -2.3004 -0.9783 0.72
H -1.1594 -2.9861 1.3529 0.51
H 0.4436 -2.4694 1.8627 0.63
H -0.9964 -1.8710 2.6975 0.37
```



No. 2
A molecular structure, C28H35FeN8O2PS, computed with ωB97M-V/def2-TZVPD.

For the LUMO energy (alpha / beta), the calculation gives -9.22 / -8.15 eV. As for the total charge: +3. Its expectation value of S² is 0.96. The gap between HOMO and LUMO (alpha / beta) is 6.96 / 8.09 eV. Its energy above the lowest of the compared OMol25 structures with the same formula, charge and spin is 3.2 kcal per mole. As for the multiplicity: 2.

The geometry in XYZ format:
```
76
Properties=species:S:1:pos:R:3:mulliken_charge:R:1
Fe 0.3786 -0.1261 -0.3878 0.17
C -3.7206 3.5216 1.9149 -1.09
N -2.7630 2.6675 1.2127 0.03
C -2.7422 2.4492 -0.2249 -0.38
C -1.6108 1.4617 -0.3160 -0.29
O -1.1049 0.9408 -1.3401 -0.82
N -1.1135 1.1673 0.8715 0.47
C -1.8360 1.9043 1.7813 0.18
N -1.6089 1.8560 3.0777 -0.23
H -4.1739 4.1976 1.1952 0.39
H -3.2060 4.1310 2.6570 0.41
H -4.5028 2.9283 2.3874 0.36
H -2.5084 3.3644 -0.7735 0.41
H -3.6844 2.0450 -0.6011 0.34
H -0.8932 1.2372 3.4363 0.06
H -2.1503 2.3982 3.7321 0.24
C -1.6405 1.9828 -5.3361 -1.41
C -0.2071 1.6525 -5.0843 1.17
C 0.8021 1.7725 -5.9986 -0.85
C 2.1057 1.4429 -5.6081 0.76
N 2.3684 1.0089 -4.3658 -0.44
C 1.3835 0.8698 -3.5095 0.31
S 1.9119 0.1630 -1.9833 -0.09
N 0.1172 1.1942 -3.8470 0.32
C 3.2619 1.5586 -6.5365 -1.25
H -1.7834 2.3076 -6.3625 0.39
H -1.9667 2.7858 -4.6724 0.34
H -2.2699 1.1088 -5.1604 0.35
H 0.5911 2.1232 -6.9980 0.41
H -0.6024 1.1383 -3.1332 -0.03
H 2.9607 1.8696 -7.5327 0.37
H 3.7772 0.5987 -6.5891 0.35
H 3.9746 2.2794 -6.1313 0.33
C 1.8661 2.6315 0.8128 -1.70
P 1.9648 0.8335 0.9431 2.54
C 1.6075 0.3583 2.6478 0.83
C 0.5405 -0.4638 3.0206 -1.52
C 0.3337 -0.7739 4.3590 -0.45
C 1.1873 -0.2648 5.3314 -0.64
C 2.2520 0.5469 4.9668 -0.78
C 2.4679 0.8538 3.6305 -0.68
C 3.6385 0.3368 0.6179 0.69
C 4.4954 1.1564 -0.1243 -0.28
C 5.8069 0.7686 -0.3308 -0.81
C 6.2675 -0.4320 0.1945 -0.57
C 5.4220 -1.2475 0.9365 -0.92
C 4.1102 -0.8651 1.1542 -0.47
H 1.8780 2.9327 -0.2338 0.46
H 2.7244 3.0718 1.3232 0.56
H 0.9520 2.9811 1.2868 0.34
H -0.1398 -0.8593 2.2811 0.62
H -0.4901 -1.4158 4.6446 0.48
H 1.0257 -0.5080 6.3733 0.46
H 2.9223 0.9348 5.7220 0.48
H 3.3177 1.4687 3.3574 0.43
H 4.1483 2.0936 -0.5391 0.40
H 6.4737 1.4043 -0.8969 0.45
H 7.2963 -0.7271 0.0366 0.46
H 5.7932 -2.1717 1.3581 0.47
H 3.4583 -1.4891 1.7509 0.36
C 1.9403 -4.2842 0.8561 -0.78
N 0.6033 -3.8254 0.4294 0.09
C -0.4588 -4.6775 0.2941 -0.21
C -1.6701 -4.2452 -0.1140 -1.14
C -1.8141 -2.8615 -0.4087 0.96
N -0.7761 -2.0263 -0.2429 -0.27
C 0.4075 -2.5222 0.1479 0.25
O 1.3500 -1.6723 0.2571 -0.31
N -2.9662 -2.3571 -0.8360 -0.28
H 1.9036 -5.3630 0.9693 0.37
H 2.1977 -3.8216 1.8061 0.27
H 2.6744 -4.0156 0.1009 0.30
H -0.2618 -5.7139 0.5320 0.45
H -2.4937 -4.9344 -0.2212 0.43
H -3.7611 -2.9501 -1.0117 0.25
H -3.0092 -1.3958 -1.1304 0.15
```



No. 3
5 unconnected molecules or ions with the total composition C28H35IO21S3 at a distorted geometry, computed with ωB97M-V/def2-TZVPD.

For the LUMO energy, the calculation gives -2.12 eV. The gap between HOMO and LUMO is 7.60 eV. As for the multiplicity: 1. Its SMILES is C[C@@H](COC(=O)CSC1=C(I)C(=O)C(CCCS(=O)(=O)O)=CC1=O)OC(=O)CS.O=C1OCCO1.O=C1OCCO1.O=C1OCCO1.O=C1OCCO1.

The geometry in XYZ format:
```
88
Properties=species:S:1:pos:R:3:mulliken_charge:R:1
C 3.5537 -1.0229 0.5758 -1.22
C 2.4261 -2.1175 0.9340 0.88
C 2.5326 -3.3411 -0.1125 -0.59
O 1.5876 -3.2093 -1.2277 -0.16
C 1.0731 -4.5273 -1.5199 0.46
O 1.8142 -5.3575 -2.0819 -0.56
C -0.4246 -4.9685 -1.0856 -0.45
S -0.5481 -4.5574 0.7395 0.02
C -2.1386 -3.7079 1.1119 0.62
C -2.5293 -2.5018 0.4345 -0.49
I -1.3668 -1.4963 -1.0884 0.06
C -3.9529 -1.8639 0.8633 0.46
O -4.7639 -1.4353 0.0162 -0.56
C -4.2307 -1.8839 2.4553 0.56
C -4.8766 -0.6347 3.2348 -0.50
C -3.9683 0.6521 2.8038 -0.85
C -4.6291 1.5108 1.6176 -0.74
S -3.4330 2.5213 0.6268 1.20
O -3.6746 2.3005 -0.8510 -0.65
O -3.7167 3.9958 0.8785 -0.67
O -1.8241 2.1792 0.9223 -0.37
C -3.8415 -3.0839 3.1320 -0.74
C -3.1574 -4.2516 2.2480 -0.02
O -3.4245 -5.4586 2.4069 -0.54
O 2.5748 -2.5922 2.3271 -0.40
C 1.6526 -1.8041 3.1056 0.39
O 1.7675 -0.5577 3.2235 -0.53
C 0.4829 -2.6020 3.8377 0.38
S 1.1134 -3.4892 5.3441 -0.26
H 4.5535 -1.5794 0.4437 0.29
H 3.6436 -0.1877 1.3442 0.34
H 3.3516 -0.5030 -0.4385 0.23
H 1.3585 -1.7192 0.8562 0.07
H 3.6278 -3.3454 -0.4807 0.14
H 2.3830 -4.3264 0.4716 0.37
H -0.6071 -6.0890 -1.2459 0.41
H -1.2228 -4.4336 -1.7222 0.33
H -4.6518 -0.8149 4.3475 0.34
H -5.9846 -0.4854 3.0219 0.34
H -3.9148 1.3565 3.7197 0.45
H -2.8972 0.3139 2.6073 0.43
H -5.3878 2.2340 2.1006 0.42
H -5.2301 0.8852 0.8722 0.42
H -1.5013 2.9598 1.4478 0.33
H -3.9574 -3.2260 4.2637 0.31
H -0.0315 -3.3566 3.1561 -0.35
H -0.3138 -1.8362 4.1446 0.24
H 0.3346 -4.6002 5.6282 0.15
O 6.1503 -2.1397 -3.1376 -0.54
C 5.0823 -2.1264 -3.6815 0.61
O 4.5155 -1.0192 -4.2342 -0.34
C 3.3779 -1.4537 -4.9670 -0.37
C 3.0279 -2.7511 -4.3045 0.17
O 4.2811 -3.2150 -3.8227 -0.31
H 2.5717 -0.7214 -4.9037 0.31
H 3.6598 -1.5814 -6.0163 0.26
H 2.3510 -2.6185 -3.4562 -0.16
H 2.5891 -3.4685 -4.9995 0.37
O 1.5447 6.6401 2.4816 -0.53
C 0.4824 6.6552 1.9316 0.56
O -0.0787 7.7619 1.3713 -0.31
C -1.2124 7.3280 0.6307 -0.40
C -1.5728 6.0331 1.2927 0.07
O -0.3237 5.5660 1.7862 -0.27
H -2.0170 8.0627 0.6856 0.31
H -0.9219 7.1970 -0.4158 0.28
H -2.2570 6.1701 2.1351 0.21
H -2.0074 5.3166 0.5974 0.06
O 8.2847 -0.9371 1.7201 -0.54
C 8.5355 -0.8635 0.5513 0.58
O 7.6914 -1.2543 -0.4422 -0.19
C 8.2502 -0.8006 -1.6680 -0.19
C 9.7073 -0.6660 -1.3466 -0.35
O 9.7032 -0.3779 0.0452 -0.33
H 8.0645 -1.5155 -2.4666 0.29
H 7.7904 0.1559 -1.9332 0.21
H 10.2606 -1.5950 -1.5140 0.27
H 10.1860 0.1374 -1.9087 0.32
O -8.6977 5.5436 -4.0532 -0.52
C -7.7319 5.0391 -3.5573 0.58
O -7.1330 3.9068 -4.0187 -0.34
C -5.9071 3.7641 -3.3126 -0.22
C -6.1522 4.5363 -2.0525 0.03
O -7.0911 5.5234 -2.4578 -0.34
H -5.6884 2.7128 -3.1215 0.21
H -5.1001 4.1909 -3.9153 0.27
H -6.6012 3.9223 -1.2663 0.15
H -5.2441 4.9996 -1.6650 0.17
```